<one>
C5H11N2 | wB97M-V/def2-TZVPD

The geometry in ORCA input format:
```
! RIJCOSX wB97M-V def2-TZVPD def2/J DEFGRID3
* xyz 1 1
C 3.222 1.604 -0.198
C -0.497 1.487 -1.204
C 2.753 0.418 0.065
C 0.282 0.663 -0.488
C -1.892 -0.749 0.523
N -2.268 -1.938 1.041
N -0.255 -0.508 0.249
H 4.356 1.945 -0.009
H 2.637 2.470 -0.560
H -1.460 1.099 -1.379
H -0.143 2.430 -1.567
H 3.069 -0.588 0.052
H -2.440 -0.548 -0.401
H -2.057 0.050 1.154
H -2.918 -2.561 0.468
H -2.141 -1.880 2.073
H 0.245 -0.755 1.137
H -0.210 -1.252 -0.458
*
```

Orbital gap (alpha / beta) (eV): 8.25 / 8.48
E_LUMO (alpha / beta) (eV): -4.47 / -4.36
HOMO energy (alpha / beta) (eV): -12.72 / -12.84

***

<two>
C5H11N2 | wB97M-V/def2-TZVPD

The geometry in ORCA input format:
```
! RIJCOSX wB97M-V def2-TZVPD def2/J DEFGRID3
* xyz 1 1
C 2.638 0.535 -0.259
N 1.574 0.084 0.319
C 0.360 -0.416 0.096
C 0.419 -1.952 0.089
N -0.709 0.410 0.044
C -2.067 -0.182 -0.021
C -0.755 1.875 0.093
H 2.642 0.757 -1.317
H 3.489 0.634 0.364
H -0.039 -2.300 0.968
H 1.396 -2.483 0.189
H 0.072 -2.317 -0.909
H -2.547 0.148 0.889
H -2.524 -0.107 -1.017
H -1.863 -1.300 0.069
H -0.594 2.285 -0.926
H -1.685 2.098 0.656
H 0.192 2.232 0.672
*
```

Orbital gap (eV): 10.44
E_LUMO (eV): -3.90
HOMO energy (eV): -14.34

***

<three>
C5H11N2 | wB97M-V/def2-TZVPD

The geometry in ORCA input format:
```
! RIJCOSX wB97M-V def2-TZVPD def2/J DEFGRID3
* xyz 1 1
C -2.884 -0.076 0.411
C -2.702 1.157 0.142
C 2.921 -0.047 0.022
C -0.219 -1.327 -0.434
C 2.132 0.847 0.633
N -0.578 0.129 -0.477
N -1.554 0.387 0.639
H -3.481 -1.018 0.484
H -3.119 2.135 0.129
H 3.519 -0.824 0.531
H -0.767 0.315 -1.459
H 3.131 0.004 -1.039
H 0.502 -1.527 -1.176
H -0.017 -1.538 0.589
H -1.219 -1.902 -0.520
H 1.964 1.826 0.169
H 2.075 0.831 1.696
H 0.295 0.629 -0.340
*
```

Orbital gap (eV): 10.71
E_LUMO (eV): -3.35
HOMO energy (eV): -14.06

***

The computed energies, referenced to the most stable structure and given in hartree, are <one> 0.1874; <two> 0.0000; <three> 0.1509.

***

<one>
C5H11N2 | wB97M-V/def2-TZVPD

The geometry in ORCA input format:
```
! RIJCOSX wB97M-V def2-TZVPD def2/J DEFGRID3
* xyz 1 1
C -1.312 -0.616 -0.100
C -1.331 1.876 0.043
C -0.116 -1.570 0.307
C -1.213 0.637 0.606
C 1.472 0.265 0.623
N 1.931 1.187 -0.119
N 1.344 -1.096 -0.027
H -1.352 -0.329 -1.215
H -2.179 -1.178 0.144
H -1.308 1.994 -1.108
H -1.133 2.595 0.699
H -0.031 -1.674 1.358
H -0.307 -2.570 0.048
H -1.183 0.589 1.726
H 1.777 2.064 0.301
H 1.864 1.087 -1.178
H 2.082 -1.782 0.449
H 1.526 -1.223 -0.989
*
```

Orbital gap (eV): 9.33
E_LUMO (eV): -3.80
HOMO energy (eV): -13.13

***

<two>
C5H11N2 | wB97M-V/def2-TZVPD

The geometry in ORCA input format:
```
! RIJCOSX wB97M-V def2-TZVPD def2/J DEFGRID3
* xyz 1 1
C 0.451 -0.679 -0.730
C 1.050 -1.650 -1.378
C 1.076 1.105 -0.395
C -0.282 -0.252 1.360
C -1.865 -0.091 -0.494
N -0.639 -0.617 0.132
N 0.695 1.260 1.047
H 0.516 -2.573 -1.365
H 2.120 -1.529 -1.705
H 2.167 1.060 -0.408
H 0.421 1.518 -1.189
H -1.198 -0.073 2.061
H 0.554 -0.761 1.890
H -2.696 -0.567 0.139
H -2.006 1.009 -0.434
H -1.977 -0.417 -1.598
H 1.549 1.197 1.720
H 0.063 2.059 1.347
*
```

Orbital gap (eV): 10.76
E_LUMO (eV): -3.26
HOMO energy (eV): -14.02

***

The computed energies, referenced to the most stable structure and given in hartree, are <one> 0.0276; <two> 0.0000.

***

<one>
H18NO7 | wB97M-V/def2-TZVPD

The geometry in ORCA input format:
```
! RIJCOSX wB97M-V def2-TZVPD def2/J DEFGRID3
* xyz 1 1
N -0.292 0.099 -0.596
H 0.259 -0.691 -0.456
H -1.337 -0.266 -0.399
H -0.423 0.460 -1.452
H 0.216 0.673 0.009
O 0.832 -2.063 1.304
H 1.374 -2.300 2.044
H -0.074 -2.208 1.664
O 0.429 3.640 -0.115
H 0.380 4.062 0.838
H 1.250 3.088 -0.036
O -3.150 1.398 -0.631
H -3.314 1.291 0.326
H -4.004 1.396 -1.247
O 2.976 -2.395 -1.178
H 2.211 -2.676 -0.717
H 3.410 -3.137 -1.401
O -0.821 -2.663 -1.425
H -0.581 -3.539 -1.089
H -1.745 -2.672 -1.001
O -2.057 1.383 1.882
H -1.920 2.090 2.510
H -2.505 0.658 2.428
O 2.570 1.397 -0.418
H 3.292 1.127 0.233
H 3.028 1.848 -1.077
*
```

Orbital gap (eV): 10.68
E_LUMO (eV): -3.37
HOMO energy (eV): -14.05

***

<two>
H18NO7 | wB97M-V/def2-TZVPD

The geometry in ORCA input format:
```
! RIJCOSX wB97M-V def2-TZVPD def2/J DEFGRID3
* xyz 1 1
N 20.379 10.361 18.082
H 19.757 9.614 17.990
H 21.259 10.030 18.435
H 20.044 11.039 18.754
H 20.480 10.921 17.232
O 19.232 8.106 20.380
H 18.757 8.708 20.934
H 18.653 7.883 19.623
O 20.866 7.094 18.056
H 20.339 6.466 18.529
H 20.749 6.947 17.127
O 17.272 10.748 19.351
H 17.308 11.589 18.892
H 16.765 10.270 18.693
O 17.673 7.737 17.910
H 16.988 8.257 17.503
H 17.630 6.832 17.534
O 18.228 12.026 17.076
H 18.011 11.114 16.880
H 18.706 12.341 16.345
O 22.315 9.668 15.674
H 22.675 8.794 15.673
H 21.534 9.599 15.129
O 18.303 9.652 15.757
H 17.498 9.331 15.280
H 18.862 9.711 14.986
*
```

Orbital gap (eV): 10.35
E_LUMO (eV): -3.78
HOMO energy (eV): -14.13

***

<three>
H18NO7 | wB97M-V/def2-TZVPD

The geometry in ORCA input format:
```
! RIJCOSX wB97M-V def2-TZVPD def2/J DEFGRID3
* xyz 1 1
N -1.894 0.850 -0.551
H -1.513 1.496 0.144
H -2.397 0.070 -0.145
H -2.619 1.422 -1.031
H -1.133 0.661 -1.212
H 1.161 -1.953 0.544
H 1.632 -1.469 1.945
O 1.065 -1.371 1.198
H 0.038 2.057 2.297
H -0.140 0.538 2.162
O -0.112 1.367 1.710
H -0.686 -1.311 1.073
H -2.057 -1.523 1.904
O -1.604 -1.167 1.204
H -0.266 -1.351 -1.812
H -1.668 -1.956 -1.426
O -1.213 -1.184 -1.721
H 4.568 -0.382 0.143
H 3.580 0.809 0.256
O 3.867 0.135 -0.369
H -1.812 3.984 0.625
H -2.166 4.056 -0.813
O -1.841 3.402 -0.152
H 1.548 -2.480 -2.377
H 2.458 -1.525 -1.478
O 1.680 -2.069 -1.489
*
```

Orbital gap (eV): 11.75
E_LUMO (eV): -2.67
HOMO energy (eV): -14.42

***

The computed energies, referenced to the most stable structure and given in hartree, are <one> 0.0459; <two> 0.0123; <three> 0.0000.